[1]
{
  "formula": "C4H14O4",
  "method": "ωB97M-V/def2-TZVPD",
  "smiles": "CC(C)C=O.O.O.O",
  "homo_energy_ha": -0.3543,
  "total_charge": 0,
  "gap_ev": 9.986,
  "e_above_lowest_kj_mol": 47.5,
  "lumo_ev": 0.3,
  "elements": ["C", "C", "C", "C", "O", "H", "H", "H", "H", "H", "H", "H", "H", "H", "H", "O", "H", "H", "O", "H", "H", "O"],
  "coordinates": [[-0.2581, 1.4630, 2.4214], [-0.1657, 0.5125, 1.2442], [1.3405, 0.2085, 1.0698], [-0.8317, 1.1601, 0.0219], [-0.4048, 1.0921, 3.5590], [-0.1607, 2.5361, 2.1791], [-0.6465, -0.4328, 1.4847], [1.4862, -0.5250, 0.2747], [1.7310, -0.2543, 1.9734], [1.8269, 1.1293, 0.7410], [-0.2325, 0.9870, -0.8793], [-0.7864, 2.2546, -0.0409], [-1.8432, 0.7748, 0.0262], [0.6261, 0.5448, -2.8521], [2.0629, 0.7619, -2.3789], [1.4614, 0.0962, -2.7064], [0.7928, -1.9743, -1.5503], [0.6694, -2.9536, -0.3802], [0.1784, -2.5783, -1.1097], [-1.9009, -2.0092, -0.4802], [-2.3957, -1.4074, -1.7801], [-2.5495, -1.3860, -0.8370]]
}

=====

[2]
{
  "formula": "C4H14O4",
  "method": "ωB97M-V/def2-TZVPD",
  "smiles": "CC(C)C=O.O.O.O",
  "homo_energy_ha": -0.3608,
  "total_charge": 0,
  "gap_ev": 10.040,
  "e_above_lowest_kj_mol": 73.1,
  "lumo_ev": 0.2,
  "elements": ["C", "C", "C", "C", "O", "H", "H", "H", "H", "H", "H", "H", "H", "H", "H", "O", "H", "H", "O", "H", "H", "O"],
  "coordinates": [[-0.3502, 0.6747, 2.5941], [0.1448, -0.3006, 1.5213], [0.5913, -1.5473, 2.3588], [1.3096, 0.2545, 0.7108], [-0.7708, 1.7810, 2.3421], [-0.5756, 0.3631, 3.6280], [-0.7221, -0.5598, 0.9028], [0.5263, -2.4276, 1.6889], [-0.1688, -1.7266, 3.1196], [1.6110, -1.4619, 2.7158], [1.9281, -0.5107, 0.2424], [2.0605, 0.7393, 1.3454], [1.0006, 0.9414, -0.0681], [0.9949, -2.8079, -2.3367], [2.0308, -1.6169, -2.2573], [1.2748, -1.9668, -2.7093], [-0.8823, -0.6758, -2.9383], [-1.6985, -1.6917, -2.0483], [-1.7035, -0.7859, -2.4225], [-0.2436, 2.9261, -1.8611], [-1.2982, 1.9294, -2.2595], [-0.6338, 2.5208, -2.6509]]
}

=====

[3]
{
  "formula": "C4H14O4",
  "method": "ωB97M-V/def2-TZVPD",
  "smiles": "CC(C)C=O.O.O.O",
  "homo_energy_ha": -0.3567,
  "total_charge": 0,
  "gap_ev": 9.978,
  "e_above_lowest_kj_mol": 66.4,
  "lumo_ev": 0.3,
  "elements": ["C", "C", "C", "C", "O", "H", "H", "H", "H", "H", "H", "H", "H", "H", "H", "O", "H", "H", "O", "H", "H", "O"],
  "coordinates": [[0.8659, 0.6566, -1.6842], [-0.6233, 0.4371, -1.5542], [-0.8664, -0.8442, -0.7084], [-1.3834, 0.3900, -2.8941], [1.3733, 1.6634, -1.2456], [1.5017, -0.1288, -2.1370], [-1.0725, 1.2417, -0.9721], [-1.9295, -0.8447, -0.4622], [-0.2179, -0.7740, 0.1624], [-0.6384, -1.7552, -1.2725], [-0.8280, -0.1435, -3.6648], [-1.6697, 1.4003, -3.1914], [-2.3493, -0.0891, -2.7016], [-1.2816, -2.3593, 2.7575], [-0.8966, -1.2210, 1.6811], [-0.8707, -1.5102, 2.5968], [3.1138, -2.0000, 0.5267], [2.1224, -1.0738, 1.1596], [2.9783, -1.0608, 0.7117], [-1.8942, 0.9335, 3.0107], [-0.4844, 0.5970, 3.5121], [-1.0462, 1.3272, 3.2289]]
}

=====

[4]
{
  "formula": "C4H14Si4",
  "method": "ωB97M-V/def2-TZVPD",
  "smiles": "C=C[Si](=[SiH2])[SiH3].C=C[SiH3]",
  "homo_energy_ha": -0.2814,
  "total_charge": 0,
  "gap_ev": 6.840,
  "e_above_lowest_kj_mol": 208.7,
  "lumo_ev": -0.8,
  "elements": ["C", "C", "C", "C", "Si", "Si", "Si", "Si", "H", "H", "H", "H", "H", "H", "H", "H", "H", "H", "H", "H", "H", "H"],
  "coordinates": [[-3.6655, -1.5596, -1.8171], [1.8992, -1.7091, 0.1210], [-3.1041, -0.4062, -1.3471], [0.8483, -0.9862, 0.5611], [1.4561, 2.5039, 0.7626], [-1.5779, 0.4644, -2.1010], [2.5342, 0.1458, 3.5219], [1.0442, 0.4294, 1.8666], [-4.5685, -1.9664, -1.5536], [-3.1813, -2.2911, -2.4470], [1.8834, -2.4519, -0.7417], [2.8529, -1.3052, 0.4593], [-3.6927, 0.2722, -0.7175], [-0.1003, -1.3253, 0.1920], [2.4915, 2.1417, -0.1205], [2.0727, 3.4868, 1.5063], [0.4196, 2.9432, -0.1469], [-1.7473, 1.7374, -2.6865], [-0.8914, -0.2186, -3.2155], [2.7124, 0.5749, 4.9800], [3.0162, -1.2739, 3.7726], [-0.7020, 0.7937, -0.8490]]
}

=====

[5]
{
  "formula": "C4H15AlClN7O4S",
  "method": "ωB97M-V/def2-TZVPD",
  "homo_energy_ha": -0.6094,
  "total_charge": 2,
  "gap_ev": 10.623,
  "lumo_ev": -6.0,
  "elements": ["Al", "N", "N", "C", "N", "S", "H", "H", "H", "H", "H", "O", "Cl", "O", "O", "O", "N", "N", "H", "H", "H", "H", "C", "N", "C", "C", "N", "H", "H", "H", "H", "H", "H"],
  "coordinates": [[-0.6087, -0.5672, 0.4597], [-1.4246, 0.9890, 1.6027], [-2.5994, 0.6788, 2.3036], [-3.0790, -0.5844, 2.3123], [-4.2141, -0.8011, 2.9449], [-2.2549, -1.8645, 1.5530], [-0.7449, 1.4019, 2.2417], [-1.6310, 1.6926, 0.8900], [-3.1298, 1.4496, 2.6861], [-4.7316, -0.0755, 3.4195], [-4.6028, -1.7325, 2.9596], [-1.8164, -0.0099, -0.9804], [-1.3483, -1.0759, -1.9450], [-2.3966, -1.9132, -2.3219], [-0.6214, -0.4901, -2.9941], [-0.3933, -1.7888, -0.9996], [2.1791, -1.1596, 1.4295], [0.7988, -1.5569, 1.5631], [2.7568, -1.7626, 2.0082], [2.2682, -0.2123, 1.7779], [0.5185, -1.6738, 2.5391], [0.7414, -2.4948, 1.1596], [1.7376, 1.9373, -3.1763], [2.2117, 1.2000, -1.9853], [3.5983, 0.6890, -1.9786], [1.4216, 0.9480, -1.0180], [0.6948, 0.7404, -0.1229], [2.3794, 2.8029, -3.3245], [0.7115, 2.2584, -3.0227], [1.7890, 1.2769, -4.0395], [4.2827, 1.5325, -2.0374], [3.7330, 0.0375, -2.8397], [3.7745, 0.1283, -1.0648]]
}

=====

[6]
{
  "formula": "C4H15Br2N4O4PTl",
  "method": "ωB97M-V/def2-TZVPD",
  "homo_energy_ha": -0.4412,
  "total_charge": 1,
  "gap_ev": 9.018,
  "lumo_ev": -3.0,
  "elements": ["Tl", "Br", "C", "Br", "H", "H", "N", "N", "C", "O", "O", "H", "H", "H", "N", "C", "P", "O", "O", "C", "N", "H", "H", "H", "H", "H", "H", "H", "H", "H", "H"],
  "coordinates": [[1.9722, 1.8252, 0.1584], [0.9355, 0.8049, -4.0754], [2.5437, -0.1427, -3.5803], [3.8387, 1.0333, -2.7852], [2.9607, -0.5329, -4.4987], [2.2704, -0.9025, -2.8609], [3.3841, -0.5037, 1.0244], [2.4784, -1.5508, 0.7675], [1.6405, -1.4496, -0.3318], [1.1617, -2.4639, -0.8287], [1.3959, -0.2485, -0.7578], [4.2538, -0.6371, 0.5135], [3.5958, -0.5008, 2.0153], [2.8222, -2.4914, 0.9050], [-1.1867, -0.0645, -1.3190], [-1.7226, -0.8492, -0.1701], [-1.4486, 0.0997, 1.3958], [-0.7200, -0.7234, 2.3658], [-0.9902, 1.5053, 0.9603], [-3.1125, 0.5771, 2.1299], [-3.0196, 2.0609, 2.3570], [-0.2812, -0.4654, -1.6097], [-0.9919, 0.8841, -0.9603], [-1.8157, -0.0178, -2.1169], [-1.1334, -1.7649, -0.0818], [-2.7638, -1.1056, -0.3544], [-3.2322, 0.0674, 3.0817], [-3.9716, 0.3674, 1.4977], [-2.1525, 2.3265, 1.7978], [-2.8788, 2.2906, 3.3384], [-3.8323, 2.5725, 2.0224]]
}

=====

[7]
{
  "formula": "C4H15N2O",
  "method": "ωB97M-V/def2-TZVPD",
  "s2": 0.7505,
  "homo_energy_ha": [-0.0968, -0.3719],
  "total_charge": 0,
  "gap_ev": [3.190, 10.554],
  "e_above_lowest_kj_mol": 183.5,
  "spin_multiplicity": 2,
  "lumo_ev": [0.6, 0.4],
  "elements": ["C", "N", "C", "C", "N", "C", "H", "H", "H", "H", "H", "H", "H", "H", "H", "H", "H", "H", "H", "H", "H", "O"],
  "coordinates": [[-0.9226, -1.1419, -0.9631], [-1.8977, -0.2068, -0.4353], [-2.4860, -0.6061, 0.8494], [0.4605, -0.9409, -0.3407], [0.6915, 0.5406, -0.1728], [1.2118, 1.1910, -1.4075], [-0.8702, -1.0242, -2.0469], [-1.2395, -2.1865, -0.8569], [-2.6158, -0.0364, -1.1234], [-3.0256, -1.5672, 0.7452], [-3.1477, 0.1404, 1.2603], [-1.6641, -0.9594, 1.4756], [1.2891, -1.2812, -0.9613], [0.4879, -1.4233, 0.6295], [-0.2162, 0.9106, 0.1194], [1.4070, 0.6140, 0.5971], [0.5010, 1.0287, -2.2178], [2.2521, 0.9436, -1.5347], [1.0912, 2.2629, -1.2035], [2.6337, 1.7617, 2.0340], [3.1319, 0.3231, 2.0103], [2.2944, 0.8388, 2.0143]]
}

=====

[8]
{
  "formula": "C4H15N2O",
  "method": "ωB97M-V/def2-TZVPD",
  "homo_energy_ha": -0.4768,
  "total_charge": 1,
  "gap_ev": 3.862,
  "e_above_lowest_kj_mol": 787.9,
  "lumo_ev": -9.1,
  "elements": ["C", "C", "C", "C", "N", "N", "H", "H", "H", "H", "H", "H", "H", "H", "H", "H", "H", "H", "H", "H", "H", "O"],
  "coordinates": [[-1.2315, -1.8913, -0.5596], [-1.8372, -1.0646, -1.7280], [-1.3264, 0.3829, -1.8686], [2.7923, 1.8336, 1.6665], [2.5051, 0.4832, 1.2575], [-1.6251, -1.3079, 0.6742], [-0.1322, -1.8533, -0.6528], [-1.5230, -2.9322, -0.6807], [-1.6182, -1.6312, -2.6324], [-2.8824, -0.9730, -1.4568], [-0.4293, 0.4388, -1.2107], [-2.1210, 1.0668, -1.5831], [2.6500, 1.9090, 2.7500], [2.3005, 2.5953, 1.0768], [3.8625, 2.0410, 1.4991], [-1.0062, 0.7273, -2.8523], [1.5134, 0.3407, 0.9819], [-1.4135, -1.8824, 1.4890], [-1.2140, -0.3686, 0.7116], [-0.1038, 1.6184, 0.7526], [2.8611, -0.2177, 1.8940], [-0.0212, 0.6854, 0.4719]]
}

=====

[9]
{
  "formula": "C4H15N2O",
  "method": "ωB97M-V/def2-TZVPD",
  "homo_energy_ha": -0.5107,
  "total_charge": 1,
  "gap_ev": 11.183,
  "e_above_lowest_kj_mol": 158.1,
  "lumo_ev": -2.7,
  "elements": ["C", "C", "C", "C", "N", "N", "H", "H", "H", "H", "H", "H", "H", "H", "H", "H", "H", "H", "H", "H", "H", "O"],
  "coordinates": [[-2.5633, 0.7088, 0.6213], [-1.0230, 0.4832, 0.3046], [-0.3182, 1.3865, -0.7751], [1.2327, 1.1046, -0.6731], [1.6117, -0.2919, -0.8327], [-0.8313, -0.9849, -0.3233], [-2.6563, 1.7483, 0.9244], [-2.9272, 0.0520, 1.4140], [-3.0878, 0.7499, -0.3889], [-0.3209, 0.5186, 1.2057], [-0.6811, 2.3733, -0.8357], [-0.4624, 0.9963, -1.7357], [1.7510, 1.6358, -1.4846], [1.5982, 1.5530, 0.2894], [2.1515, -0.7650, -1.5764], [0.3027, -1.0664, -0.7243], [1.9360, -0.5681, 0.1325], [-1.5084, -0.9955, -1.1257], [-1.2057, -1.7610, 0.2870], [2.0515, -2.4957, 2.4834], [2.8532, -2.3653, 1.1575], [2.0969, -2.0168, 1.6555]]
}

=====

[10]
{
  "formula": "C4H15N2O",
  "method": "ωB97M-V/def2-TZVPD",
  "homo_energy_ha": -0.5056,
  "total_charge": 1,
  "gap_ev": 10.799,
  "e_above_lowest_kj_mol": 173.6,
  "lumo_ev": -3.0,
  "elements": ["C", "N", "C", "N", "C", "C", "H", "H", "H", "H", "H", "H", "H", "H", "H", "H", "H", "H", "H", "H", "H", "O"],
  "coordinates": [[-1.0058, -0.4397, 1.0354], [-0.2418, -1.3323, 1.8835], [-0.3194, -0.6744, -0.4812], [1.3243, -0.5571, -0.2215], [-0.2932, 0.4925, -2.8747], [-0.9063, 0.3911, -1.4695], [-0.6940, 0.6811, 1.3394], [-2.0466, -0.4964, 0.9849], [0.0604, -0.8329, 2.7098], [-0.8008, -2.1220, 2.1690], [-0.4123, -1.7682, -0.8427], [1.5094, 0.4139, 0.0699], [1.4969, -1.2783, 0.5573], [1.7236, -0.8397, -1.0140], [-0.8338, 1.1455, -3.5000], [-0.2430, -0.4784, -3.4320], [0.7499, 0.8752, -2.7908], [-0.7985, 1.4428, -0.9780], [-2.0314, 0.2068, -1.5933], [0.6542, 1.9189, 3.2506], [1.9583, 1.9025, 2.6007], [1.1499, 1.3492, 2.5971]]
}

=====

Number 1: E -12564.53612 eV. Number 2: E -12564.27061 eV. Number 3: E -12564.34015 eV. Number 4: E -35879.11012 eV. Number 5: E -52947.78269 eV. Number 6: E -172605.61666 eV. Number 7: E -9415.28398 eV. Number 8: E -9405.49624 eV. Number 9: E -9412.02346 eV. Number 10: E -9411.86292 eV.